A 4-piece molecular cluster, C33H52F9N4O10 overall in a non-equilibrium geometry. Source: OMol25; level of theory: ωB97M-V with the def2-TZVPD basis set.

Summary:
* net charge: +1
* HOMO: -0.403 Ha
* multiplicity: 1
* E_LUMO: -3.738 eV
* Kohn-Sham gap: 7.22 eV

```
108
C33H52F9N4O10, DFT ωB97M-V with the def2-TZVPD basis set
C -4.71 1.34 -2.01
N -4.65 0.34 -3.12
C -4.82 -1.04 -2.61
O -3.75 -1.43 -1.72
C -2.58 -1.63 -2.40
O -2.47 -1.64 -3.59
C -1.34 -1.80 -1.50
C -1.41 -1.25 -0.16
C -0.26 -1.36 0.73
C -0.45 -0.70 2.14
N -1.58 -1.28 2.86
C -1.23 -2.55 3.54
N 0.89 -2.00 0.33
C 2.02 -2.11 1.30
C 2.94 -0.85 1.12
C 4.24 -0.90 2.03
C 5.56 -0.75 1.20
O 6.27 -2.01 1.01
C 6.27 -2.39 -0.32
O 6.84 -1.79 -1.18
C 0.99 -2.54 -0.95
C 2.30 -3.24 -1.45
C 2.51 -4.69 -0.86
C 2.17 -5.85 -1.83
F 3.15 -6.82 -1.65
F 2.28 -5.50 -3.17
C 0.72 -6.46 -1.67
F -0.23 -5.47 -1.56
F 0.44 -7.11 -2.87
C 0.57 -7.56 -0.55
F 1.25 -8.71 -0.84
F -0.77 -7.93 -0.57
C 0.85 -7.08 0.92
F 2.16 -6.95 1.23
F 0.11 -5.96 1.21
F 0.36 -8.05 1.76
C -0.09 -2.46 -1.91
N 0.04 -3.03 -3.23
H -4.95 0.79 -1.05
H -5.48 2.13 -2.18
H -3.72 1.86 -1.89
H -5.51 0.50 -3.66
H -4.94 -1.74 -3.47
H -5.77 -1.05 -2.03
H -2.31 -0.71 0.20
H 0.49 -0.63 2.73
H -0.75 0.37 1.91
H -2.03 -0.62 3.48
H -0.45 -3.14 2.99
H -2.15 -3.20 3.54
H -0.98 -2.36 4.61
H 1.63 -2.23 2.34
H 2.65 -3.01 1.10
H 3.31 -0.88 0.06
H 2.38 0.11 1.23
H 4.18 -0.08 2.79
H 4.23 -1.89 2.56
H 6.26 -0.07 1.76
H 5.42 -0.29 0.19
H 5.74 -3.34 -0.62
H 3.14 -2.60 -1.03
H 2.39 -3.16 -2.55
H 1.96 -4.73 0.12
H 3.59 -4.79 -0.60
H 0.17 -2.22 -3.86
H -0.88 -3.40 -3.47
O 3.37 1.97 2.53
C 4.13 2.82 2.13
O 3.65 4.02 1.76
C 4.47 5.16 1.46
C 4.92 5.14 0.01
C 5.60 2.54 1.95
H 5.30 5.24 2.16
H 3.84 6.03 1.63
H 5.55 4.27 -0.20
H 5.50 6.04 -0.22
H 4.06 5.09 -0.65
H 5.76 2.07 0.98
H 5.92 1.87 2.74
H 6.23 3.43 2.03
O -1.72 1.87 0.19
C -0.93 2.69 -0.22
O -1.36 3.89 -0.60
C -0.50 4.99 -0.92
C -0.06 4.94 -2.37
C 0.52 2.33 -0.41
H 0.34 5.04 -0.23
H -1.09 5.90 -0.76
H 0.52 4.04 -2.58
H 0.55 5.81 -2.61
H -0.92 4.92 -3.03
H 0.65 1.83 -1.37
H 0.81 1.65 0.39
H 1.19 3.18 -0.35
O -5.80 4.44 -1.66
C -6.24 4.60 -0.55
O -6.28 3.56 0.30
C -6.60 3.67 1.69
C -8.09 3.63 1.92
C -6.84 5.92 -0.13
H -6.13 4.56 2.13
H -6.14 2.81 2.18
H -8.60 4.47 1.44
H -8.32 3.66 2.99
H -8.52 2.72 1.50
H -7.87 5.96 -0.46
H -6.27 6.71 -0.61
H -6.79 6.10 0.94
```

Results of the Löwdin charge analysis, in e, for atoms 1 through 99:
1. C -0.100
2. N -0.088
3. C -0.219
4. O 0.008
5. C -0.402
6. O 0.138
7. C 0.038
8. C 0.106
9. C -0.090
10. C -0.172
11. N -0.112
12. C -0.105
13. N 0.045
14. C -0.111
15. C -0.140
16. C -0.123
17. C -0.173
18. O -0.053
19. C -0.329
20. O 0.109
21. C -0.065
22. C -0.072
23. C -0.048
24. C -0.357
25. F 0.092
26. F 0.100
27. C -0.288
28. F 0.132
29. F 0.125
30. C -0.285
31. F 0.159
32. F 0.128
33. C -0.457
34. F 0.168
35. F 0.137
36. F 0.149
37. C -0.145
38. N 0.099
39. H 0.085
40. H 0.069
41. H 0.077
42. H 0.108
43. H 0.139
44. H 0.139
45. H 0.135
46. H 0.119
47. H 0.124
48. H 0.117
49. H 0.074
50. H 0.089
51. H 0.089
52. H 0.128
53. H 0.121
54. H 0.106
55. H 0.094
56. H 0.095
57. H 0.126
58. H 0.113
59. H 0.122
60. H 0.145
61. H 0.096
62. H 0.124
63. H 0.103
64. H 0.132
65. H 0.117
66. H 0.094
67. O 0.073
68. C -0.502
69. O 0.001
70. C -0.221
71. C -0.058
72. C 0.018
73. H 0.118
74. H 0.126
75. H 0.070
76. H 0.089
77. H 0.079
78. H 0.091
79. H 0.093
80. H 0.080
81. O 0.080
82. C -0.511
83. O 0.014
84. C -0.219
85. C -0.059
86. C 0.029
87. H 0.113
88. H 0.127
89. H 0.067
90. H 0.085
91. H 0.089
92. H 0.101
93. H 0.065
94. H 0.069
95. O 0.095
96. C -0.521
97. O -0.008
98. C -0.232
99. C -0.064



C9H16N3 as an isolated structure in a non-equilibrium geometry. Source: OMol25; level of theory: ωB97M-V with the def2-TZVPD basis set.

Summary:
* ⟨S²⟩: 2.02
* net charge: +1
* HOMO (alpha / beta): -0.428 / -0.460 Ha
* multiplicity: 3
* E_LUMO (alpha / beta): -3.644 / -7.918 eV
* relative energy (zero: lowest compared OMol25 entry of this formula, charge and spin): 44.6 kcal/mol
* Kohn-Sham gap (alpha / beta): 8.00 / 4.61 eV

```
28
C9H16N3, DFT ωB97M-V with the def2-TZVPD basis set
C -3.34 0.98 -0.09
C -2.00 0.75 0.27
C -4.28 0.03 -0.19
C 1.70 -1.73 -1.19
C 1.97 -0.39 -0.48
C 0.14 -1.74 -1.09
C 0.98 -0.23 0.60
C -0.18 -1.14 0.30
C -1.48 -0.47 0.29
N -4.04 -1.27 -0.26
N -2.89 -1.71 -0.04
N 1.37 3.11 1.42
H -3.69 2.06 -0.18
H -1.34 1.66 0.43
H -5.28 0.48 -0.59
H 2.10 -1.80 -2.17
H 2.12 -2.55 -0.62
H 2.96 -0.43 -0.18
H 1.92 0.20 -1.40
H -0.14 -1.19 -1.99
H -0.26 -2.82 -1.22
H 1.36 -0.46 1.56
H 0.67 0.87 0.82
H -0.41 -1.91 1.12
H -2.78 -2.73 -0.24
H 2.28 3.12 0.87
H 1.53 3.03 2.46
H 0.66 3.71 1.03
```

Löwdin analysis output, partial charges in e:
1. C -0.063
2. C -0.015
3. C -0.079
4. C -0.156
5. C -0.184
6. C -0.127
7. C -0.159
8. C -0.290
9. C 0.071
10. N 0.031
11. N 0.136
12. N -0.021
13. H 0.151
14. H 0.156
15. H 0.177
16. H 0.104
17. H 0.110
18. H 0.094
19. H 0.128
20. H 0.121
21. H 0.136
22. H 0.118
23. H 0.104
24. H 0.184
25. H 0.164
26. H 0.056
27. H 0.054
28. H -0.002



C17H19BrMoN2O2S as an isolated structure in a non-equilibrium geometry. Source: OMol25; level of theory: ωB97M-V with the def2-TZVPD basis set.

Summary:
* ⟨S²⟩: 2.04
* net charge: +2
* HOMO (alpha / beta): -0.556 / -0.578 Ha
* multiplicity: 3
* E_LUMO (alpha / beta): -8.770 / -8.467 eV
* relative energy (zero: lowest compared OMol25 entry of this formula, charge and spin): 0.0 kcal/mol
* Kohn-Sham gap (alpha / beta): 6.37 / 7.27 eV

```
43
C17H19BrMoN2O2S, DFT ωB97M-V with the def2-TZVPD basis set
Mo 0.04 -0.79 0.12
C -2.11 -1.53 3.03
C -0.79 -1.08 2.51
C -0.55 0.30 2.28
C 0.71 0.79 1.92
C 0.98 2.25 1.80
C 1.72 -0.17 1.67
C 1.53 -1.55 1.89
C 2.66 -2.52 1.71
C 0.25 -1.99 2.27
H -2.92 -0.90 2.66
H -2.08 -1.43 4.12
H -2.31 -2.57 2.78
H -1.37 1.00 2.43
H 1.27 2.63 2.78
H 0.10 2.80 1.48
H 1.80 2.45 1.11
H 2.70 0.18 1.37
H 3.13 -2.66 2.69
H 3.41 -2.14 1.02
H 2.31 -3.49 1.36
H 0.07 -3.05 2.42
C -1.90 3.26 -3.20
C -0.71 2.41 -2.86
C 0.49 2.48 -3.56
C 1.57 1.70 -3.20
C 1.43 0.84 -2.13
Br 2.93 -0.16 -1.59
N 0.28 0.72 -1.45
C -0.76 1.50 -1.82
H -1.72 3.85 -4.09
H -2.14 3.94 -2.38
H -2.78 2.64 -3.38
H 0.59 3.17 -4.39
H 2.52 1.76 -3.72
H -1.67 1.36 -1.26
O -2.09 -2.73 0.27
C -2.59 -1.71 -0.11
O -1.90 -0.54 -0.17
H -3.64 -1.61 -0.42
S 0.71 -4.23 -2.88
C 0.51 -3.06 -1.92
N 0.36 -2.11 -1.17
```

Löwdin analysis output, partial charges in e:
1. Mo 1.705
2. C 0.002
3. C -0.273
4. C -0.031
5. C -0.297
6. C 0.005
7. C -0.109
8. C -0.307
9. C 0.003
10. C -0.024
11. H 0.105
12. H 0.124
13. H 0.098
14. H 0.156
15. H 0.118
16. H 0.099
17. H 0.097
18. H 0.117
19. H 0.120
20. H 0.083
21. H 0.102
22. H 0.158
23. C -0.012
24. C -0.213
25. C 0.038
26. C -0.064
27. C -0.709
28. Br 0.891
29. N -0.102
30. C -0.054
31. H 0.092
32. H 0.098
33. H 0.098
34. H 0.142
35. H 0.122
36. H 0.116
37. O 0.043
38. C -0.383
39. O -0.265
40. H 0.160
41. S 0.955
42. C -0.835
43. N -0.170



C39H56BaF3N4O5Si3 as an isolated structure in a non-equilibrium geometry. Source: OMol25; level of theory: ωB97M-V with the def2-TZVPD basis set.

Summary:
* net charge: -1
* HOMO: -0.163 Ha
* multiplicity: 1
* E_LUMO: 1.851 eV
* relative energy (zero: lowest compared OMol25 entry of this formula, charge and spin): 131.9 kcal/mol
* Kohn-Sham gap: 6.28 eV

```
111
C39H56BaF3N4O5Si3, DFT ωB97M-V with the def2-TZVPD basis set
Ba 1.19 0.73 0.25
C 0.23 0.16 4.28
O 0.84 0.30 3.01
Si 2.28 -0.49 2.70
C 3.49 -0.35 4.11
C 2.11 -2.33 2.58
C 2.97 0.42 1.28
Si 3.76 -0.41 -0.16
C 4.47 0.59 -1.57
C 5.30 -1.22 0.49
C 2.68 -1.83 -0.80
Si 3.17 2.22 1.53
C 2.79 2.85 -0.25
C 2.17 2.99 2.90
C 4.93 2.63 1.91
H 0.84 0.66 5.04
H 0.07 -0.89 4.53
H -0.75 0.63 4.24
H 3.22 -0.95 4.98
H 3.67 0.67 4.44
H 4.43 -0.73 3.70
H 1.88 -2.70 3.58
H 3.09 -2.74 2.30
H 1.35 -2.69 1.90
H 5.15 1.35 -1.17
H 3.79 1.06 -2.28
H 5.08 -0.14 -2.12
H 5.88 -0.46 1.03
H 5.93 -1.65 -0.29
H 5.05 -2.01 1.20
H 1.79 -1.76 -1.43
H 2.38 -2.35 0.11
H 3.43 -2.49 -1.24
H 1.98 3.52 -0.55
H 2.75 1.94 -0.84
H 3.73 3.35 -0.52
H 1.11 3.16 2.70
H 2.64 3.95 3.14
H 2.26 2.35 3.77
H 5.58 2.33 1.08
H 5.23 2.04 2.78
H 5.10 3.69 2.12
F -6.56 1.41 -6.47
C -5.98 0.18 -6.39
F -5.74 -0.22 -7.65
F -6.94 -0.64 -5.90
C -4.76 0.20 -5.54
C -4.87 0.56 -4.20
C -3.75 0.61 -3.39
C -2.48 0.31 -3.90
C -2.39 -0.07 -5.25
C -3.51 -0.12 -6.06
C -1.33 0.44 -3.06
C -0.42 0.64 -2.27
H -5.85 0.80 -3.79
H -3.84 0.89 -2.34
H -1.41 -0.32 -5.65
H -3.41 -0.41 -7.10
C 1.16 6.19 1.03
C -0.01 5.27 0.75
O -0.46 4.56 1.63
C -0.55 5.23 -0.63
C -0.89 4.00 -1.19
C -1.39 3.94 -2.49
C -1.58 5.11 -3.21
C -1.26 6.34 -2.65
C -0.72 6.40 -1.37
H 1.87 5.65 1.66
H 0.81 7.05 1.60
H 1.65 6.54 0.13
H -0.76 3.08 -0.64
H -1.59 2.97 -2.91
H -1.97 5.06 -4.22
H -1.42 7.25 -3.21
H -0.46 7.36 -0.94
C 1.47 -5.71 0.52
C 0.19 -5.62 1.35
C -1.02 -5.00 0.59
C -1.32 -5.75 -0.70
C -2.54 -5.21 -1.44
C -2.17 -5.12 1.57
O -2.91 -6.09 1.63
N -2.26 -4.09 2.44
C -1.51 -2.88 2.40
O -1.64 -2.14 3.38
N -0.78 -2.61 1.32
C -0.66 -3.52 0.32
O -0.21 -3.22 -0.78
H 2.32 -5.97 1.17
H 1.69 -4.76 0.03
H 1.40 -6.48 -0.25
H 0.39 -5.01 2.24
H -0.10 -6.61 1.69
H -1.47 -6.81 -0.45
H -0.44 -5.68 -1.35
H -3.43 -5.27 -0.82
H -2.72 -5.80 -2.34
H -2.37 -4.18 -1.73
H -2.93 -4.16 3.19
C -2.45 2.05 2.39
C -2.67 0.83 1.57
N -1.95 0.45 0.53
C -2.57 -0.66 0.02
C -3.69 -0.94 0.74
N -3.75 0.02 1.72
H -1.52 2.53 2.10
H -2.41 1.82 3.46
H -3.26 2.76 2.23
H -2.16 -1.17 -0.84
H -4.42 -1.73 0.66
H -4.35 0.01 2.52
```

Results of the Löwdin charge analysis, in e, for atoms 1 through 99:
1. Ba 1.738
2. C -0.119
3. O -0.368
4. Si 0.215
5. C -0.154
6. C -0.139
7. C -0.932
8. Si 0.274
9. C -0.171
10. C -0.176
11. C -0.184
12. Si 0.290
13. C -0.261
14. C -0.154
15. C -0.167
16. H 0.085
17. H 0.073
18. H 0.069
19. H 0.034
20. H 0.023
21. H 0.037
22. H 0.051
23. H 0.040
24. H 0.000
25. H 0.035
26. H 0.039
27. H 0.041
28. H 0.033
29. H 0.032
30. H 0.027
31. H 0.026
32. H 0.001
33. H 0.049
34. H 0.031
35. H -0.094
36. H 0.052
37. H 0.021
38. H 0.037
39. H 0.025
40. H 0.028
41. H 0.036
42. H 0.033
43. F 0.116
44. C -0.576
45. F 0.118
46. F 0.121
47. C -0.153
48. C -0.023
49. C -0.024
50. C -0.269
51. C -0.029
52. C -0.026
53. C -0.263
54. C -0.159
55. H 0.118
56. H 0.109
57. H 0.111
58. H 0.111
59. C 0.000
60. C -0.398
61. O 0.069
62. C -0.174
63. C -0.015
64. C -0.040
65. C -0.069
66. C -0.088
67. C -0.047
68. H 0.069
69. H 0.092
70. H 0.080
71. H 0.080
72. H 0.078
73. H 0.104
74. H 0.098
75. H 0.109
76. C -0.082
77. C -0.161
78. C -0.301
79. C -0.190
80. C -0.077
81. C -0.438
82. O 0.060
83. N 0.197
84. C -0.556
85. O 0.008
86. N 0.157
87. C -0.469
88. O 0.029
89. H 0.072
90. H 0.063
91. H 0.071
92. H 0.111
93. H 0.121
94. H 0.118
95. H 0.107
96. H 0.070
97. H 0.070
98. H 0.072
99. H 0.148